Density functional theory data (wB97M-V/def2-TZVPD) for C26H24N4O2 as an isolated structure at a distorted geometry.

Computed properties:
**Relative energy (zero: lowest compared OMol25 entry of this formula, charge and spin)**: 363.6 kcal/mol
**Frontier orbital gap**: 8.750 eV
**HOMO level**: -8.440 eV

The geometry in ORCA input format:
```
! wB97M-V def2-TZVPD RIJCOSX def2/J DEFGRID3
* xyz 0 1
O 2.66693 1.25462 -3.17641
O -1.27836 1.90242 -1.04922
N 0.34872 0.65595 -2.94115
N 0.76259 2.28596 -0.71540
N -0.25460 1.27384 3.24268
N -0.47453 -0.06846 2.69884
C -1.88035 -1.14106 -0.59090
C 0.22261 -3.13220 -4.50688
C -1.36624 0.17910 -4.84261
C -0.04356 1.69221 7.32671
C 0.62798 -0.59552 -3.55806
C -0.57024 1.44338 1.03511
C -1.58545 -2.25219 -1.44689
C 1.20246 2.51811 -1.99464
C -0.74484 -0.01965 1.54728
C 2.29921 -1.29692 -1.81425
C 1.34467 -1.60499 -3.05554
C -0.60182 0.25595 5.40447
C -0.66706 -2.21782 -4.80870
C -0.32247 1.21498 4.65946
C -0.38516 0.31647 6.86833
C 1.45811 1.42781 -2.84113
C -0.53639 -0.85706 -4.30021
C -0.23786 -3.58672 -0.00397
C 0.07715 2.34543 5.27873
C -0.73322 -1.19905 0.55360
C -0.42336 2.14972 -0.34265
C -0.11780 2.03254 2.19688
C 0.20898 2.71098 6.50997
C -1.09693 -3.46107 -1.06202
C -0.31323 -2.31494 0.83482
C 1.06579 -2.71231 -3.59575
H 0.23274 -4.37435 0.25769
H -1.30183 -4.33058 -1.66579
H 0.13458 2.92954 2.35839
H 0.12564 3.43058 4.56614
H 0.11435 -4.19343 -4.95123
H -2.12024 -0.11180 -0.76823
H 0.43136 -2.35695 1.82922
H -1.90209 -0.28787 -5.62639
H -0.75876 1.11869 -5.19013
H -1.96386 0.58322 -3.97497
H -0.42644 1.14410 -2.49365
H 2.49746 -2.40417 -1.45108
H 1.75721 -3.73547 -3.17424
H -1.46357 -2.37357 -5.56279
H -0.57901 -0.67581 5.07808
H 1.68391 2.21638 -0.08598
H 0.02154 1.63240 8.44962
H 1.81046 -0.71455 -0.96257
H -2.29381 -1.90502 -2.35277
H 0.70207 3.53217 7.01977
H 3.10158 -0.90753 -2.32446
H 0.30163 3.17288 -2.53349
H 2.17239 3.48793 -2.06743
H -0.51979 -0.67362 7.39559
*
```

Listed below, in e, are the Löwdin charges computed for each atom:
1 O 0.03
2 O 0.10
3 N 0.15
4 N 0.07
5 N 0.03
6 N 0.17
7 C 0.09
8 C -0.13
9 C -0.05
10 C -0.10
11 C -0.16
12 C 0.05
13 C -0.12
14 C -0.19
15 C -0.21
16 C 0.02
17 C -0.24
18 C -0.05
19 C -0.05
20 C -0.26
21 C 0.04
22 C -0.50
23 C -0.23
24 C 0.02
25 C -0.08
26 C -0.18
27 C -0.57
28 C -0.06
29 C -0.15
30 C -0.13
31 C -0.10
32 C -0.16
33 H 0.03
34 H 0.11
35 H 0.06
36 H 0.19
37 H 0.15
38 H 0.07
39 H 0.17
40 H 0.06
41 H 0.14
42 H 0.10
43 H 0.11
44 H 0.11
45 H 0.19
46 H 0.12
47 H 0.07
48 H 0.24
49 H 0.11
50 H 0.09
51 H 0.15
52 H 0.13
53 H 0.03
54 H 0.19
55 H 0.23
56 H 0.12

Density functional theory data (wB97M-V/def2-TZVPD) for C26H24NO9PSe2V as an isolated structure at a distorted geometry.

Computed properties:
**<S²>**: 2.0094
**Relative energy (zero: lowest compared OMol25 entry of this formula, charge and spin)**: 18.3 kcal/mol
**Frontier orbital gap (alpha / beta)**: 7.256 / 7.662 eV
**HOMO level (alpha / beta)**: -4.866 / -5.273 eV

The geometry in ORCA input format:
```
! wB97M-V def2-TZVPD RIJCOSX def2/J DEFGRID3
* xyz -1 3
Se -0.88533 1.16977 2.56543
Se -2.33932 -2.23897 2.75707
V 1.15405 0.10929 1.78517
P -2.32508 -0.32094 1.83113
O 1.20172 -3.14701 -0.43272
O 2.23614 0.10755 -5.82272
O 0.90072 -1.40670 3.43903
O 2.11297 1.14070 3.03447
O 2.01990 3.07176 -0.30999
O 4.20440 1.64499 3.68121
O 1.36732 1.04773 0.33903
O 2.99636 2.22895 -5.33306
O 0.52432 -1.41773 0.82886
N 2.96887 -0.93901 1.71191
C -5.08819 -0.31066 2.40734
C 2.32253 2.20323 -2.95264
C 3.40133 1.09435 2.95368
C -2.24343 -0.40825 0.00346
C 3.14371 -1.83517 2.86747
C 1.71298 1.40760 -1.97227
C -6.31831 0.29904 2.61257
C 1.95657 0.40179 -4.51024
C -5.35216 2.43452 2.09729
C -6.45196 1.67093 2.46335
C 3.90546 0.18796 1.78603
C 2.82747 1.27682 -6.37012
C 1.40698 -2.15914 0.24945
C 1.81870 -2.47526 3.25137
C -2.32449 -0.49198 -2.76821
C -3.98313 0.45198 2.05393
C -2.84975 -1.48004 -0.64157
C 2.42372 1.67380 -4.20967
C 1.70779 1.92158 -0.56060
C 1.21017 0.15144 -2.28735
C -1.66721 0.61685 -0.73696
C 1.33465 -0.38130 -3.57026
C 2.87422 -1.67012 0.44929
C -1.70722 0.56912 -2.12342
C -2.89166 -1.51965 -2.02686
C -4.12331 1.82844 1.89018
H 3.54977 -2.52817 0.39271
H -3.36514 -2.35561 -2.52672
H 0.68481 -0.41481 -1.53024
H 2.69623 3.18331 -2.69063
H -5.44663 3.50808 1.98882
H 4.94211 -0.11381 1.95725
H 3.08517 -1.00282 -0.38743
H 2.17109 1.69003 -7.14542
H -3.25556 2.41709 1.62106
H -3.27044 -2.28700 -0.05424
H 0.96267 -1.36911 -3.80581
H 1.46760 -3.16343 2.47811
H -2.36060 -0.52303 -3.85063
H -0.01577 -1.75762 3.34119
H 3.47859 -1.23574 3.71491
H -7.17046 -0.30195 2.90609
H -7.40965 2.14644 2.63724
H -1.24698 1.36203 -2.70071
H 1.94147 -3.03911 4.18101
H 3.84833 0.77856 0.87090
H -4.97642 -1.37840 2.54611
H 3.89984 -2.59958 2.65899
H -1.19318 1.44716 -0.22888
H 3.80064 1.02925 -6.80376
*
```

Listed below, in e, are the Löwdin charges computed for each atom:
1 Se 0.55
2 Se 0.31
3 V 0.64
4 P 0.21
5 O 0.06
6 O 0.03
7 O -0.18
8 O -0.16
9 O 0.09
10 O 0.06
11 O -0.19
12 O 0.02
13 O -0.17
14 N -0.24
15 C -0.12
16 C 0.08
17 C -0.60
18 C -0.38
19 C -0.11
20 C -0.12
21 C -0.09
22 C -0.20
23 C -0.09
24 C -0.10
25 C -0.06
26 C -0.16
27 C -0.62
28 C -0.19
29 C -0.09
30 C -0.39
31 C -0.10
32 C -0.20
33 C -0.53
34 C -0.04
35 C -0.11
36 C 0.03
37 C -0.06
38 C -0.10
39 C -0.08
40 C -0.12
41 H 0.13
42 H 0.10
43 H 0.10
44 H 0.13
45 H 0.10
46 H 0.13
47 H 0.13
48 H 0.13
49 H 0.07
50 H 0.07
51 H 0.13
52 H 0.13
53 H 0.10
54 H -0.03
55 H 0.14
56 H 0.10
57 H 0.09
58 H 0.11
59 H 0.13
60 H 0.13
61 H 0.05
62 H 0.14
63 H 0.07
64 H 0.13

Which value of relative energy (zero: lowest compared OMol25 entry of this formula, charge and spin) does entry 2 give?
18.3 kcal/mol

Among the records above, which one has the highest relative energy (zero: lowest compared OMol25 entry of this formula, charge and spin)?
C26H24N4O2